Entry 1:
{"formula": "C7H11NO", "method": "ωB97M-V/def2-TZVPD", "lumo_ev": [0.821, -3.046], "homo_energy_ev": [-4.319, -9.986], "spin_multiplicity": 3, "de_lowest_kcal_mol": 89.1, "elements": ["C", "C", "C", "C", "C", "C", "C", "N", "O", "H", "H", "H", "H", "H", "H", "H", "H", "H", "H", "H"], "coordinates": [[-3.424, 1.239, 0.245], [-2.542, 1.160, 1.066], [-1.562, -0.912, -0.638], [1.431, -0.703, -1.402], [1.155, 1.275, 0.169], [1.140, -1.141, 1.038], [0.838, -0.167, -0.096], [-0.664, -0.229, -0.192], [-2.563, -1.362, -1.013], [-4.380, 1.012, -0.132], [-1.733, 1.350, 1.614], [1.381, -1.814, -1.533], [1.001, -0.159, -2.281], [2.427, -0.430, -1.428], [1.840, 1.682, -0.593], [1.552, 1.482, 1.152], [0.100, 1.819, 0.147], [2.145, -1.635, 0.717], [1.380, -0.558, 1.882], [0.476, -1.911, 1.280]], "forces_ev_per_angstrom": [[0.2040, -0.7015, 1.5664], [-2.9528, 0.6811, -2.4286], [3.2481, -4.6604, -1.9176], [-1.7151, -0.1852, -0.8517], [-1.8423, 1.6851, -0.4100], [3.8335, 0.1901, -1.3030], [-1.2110, -2.3426, -1.5493], [1.8400, 5.3169, 3.2148], [-4.7111, -0.3507, -0.8805], [-0.4054, 0.1894, -0.7802], [2.6186, 0.3113, 2.0052], [-0.3805, 1.0392, 0.1798], [-0.0312, -0.6555, 0.6121], [2.3972, 0.3843, 0.0854], [-0.4419, -0.0032, 0.3186], [0.2837, -0.1658, 0.2814], [2.3122, -0.6883, -0.2237], [-1.6572, 0.5908, 0.7427], [0.0210, 0.4194, 1.3632], [-1.4096, -1.0544, -0.0250]]}


Entry 2:
{"formula": "C7H11NO2S", "method": "ωB97M-V/def2-TZVPD", "lumo_ev": -0.815, "homo_energy_ev": -9.585, "spin_multiplicity": 1, "de_lowest_kcal_mol": 85.8, "elements": ["C", "C", "C", "C", "C", "C", "C", "N", "O", "O", "S", "H", "H", "H", "H", "H", "H", "H", "H", "H", "H", "H"], "coordinates": [[0.666, 1.590, 0.851], [1.939, 1.420, 0.538], [-1.740, -0.534, -1.034], [-1.398, -1.495, 0.172], [-1.510, 0.845, -0.406], [-0.374, -0.722, 1.103], [-0.327, 0.570, 0.393], [1.107, -0.423, -1.150], [3.651, -0.123, -0.947], [2.289, -1.121, 0.885], [2.381, -0.223, -0.224], [0.199, 2.554, 1.207], [2.744, 2.101, 0.872], [-0.901, -0.656, -1.857], [-2.684, -0.827, -1.539], [-2.269, -1.694, 0.656], [-1.074, -2.478, -0.266], [-1.454, 1.729, -1.078], [-2.200, 1.072, 0.488], [-0.688, -0.641, 2.122], [0.601, -1.103, 1.256], [1.041, 0.160, -2.042]], "forces_ev_per_angstrom": [[-1.4420, 0.9173, -0.9824], [1.4147, -0.2604, 0.7770], [1.4701, -1.1030, -1.0850], [2.5282, -0.2224, -2.2444], [-0.9463, 0.4993, 0.1029], [-2.5162, -0.4441, -1.6912], [3.2721, -0.2021, 0.1472], [-1.0417, 1.1178, -0.3182], [-1.6070, 0.0820, 0.9780], [0.8844, -0.7820, 0.4534], [0.9791, 2.2931, -1.8987], [0.8567, -1.0676, -0.0595], [-0.5353, -0.4089, -0.4403], [-1.9006, 0.1887, 1.7318], [0.2650, 0.7325, 0.6666], [-2.5889, -0.5132, 1.7017], [0.2253, 0.9694, 0.7149], [-0.0314, -0.6445, 0.5358], [0.1649, -0.1907, -1.3172], [-0.8573, 0.4997, 0.7703], [0.6452, -0.6774, -0.3669], [0.7609, -0.7835, 1.8240]]}


Entry 3:
{"formula": "C7H11NO2S", "method": "ωB97M-V/def2-TZVPD", "lumo_ev": 0.552, "homo_energy_ev": -8.410, "smiles": "C=CCN=C=O.C/C=C/SO", "spin_multiplicity": 1, "de_lowest_kcal_mol": 58.1, "elements": ["C", "C", "C", "C", "C", "C", "C", "N", "O", "O", "S", "H", "H", "H", "H", "H", "H", "H", "H", "H", "H", "H"], "coordinates": [[-2.858, -1.396, 0.698], [-3.160, -0.182, 0.300], [3.350, -0.249, 0.400], [2.290, -0.873, -0.088], [-1.240, 2.073, 0.363], [4.604, 0.007, -0.354], [-2.633, 0.418, -0.967], [-1.811, 1.525, -0.528], [-0.505, 2.693, 1.023], [0.180, -2.379, -0.251], [0.761, -1.181, 0.821], [-3.238, -1.895, 1.638], [-2.061, -1.887, 0.161], [-3.968, 0.358, 0.833], [3.359, 0.209, 1.432], [2.226, -1.168, -1.148], [5.366, -0.584, 0.295], [4.459, -0.169, -1.343], [4.779, 1.038, -0.371], [-3.337, 0.970, -1.601], [-1.965, -0.132, -1.600], [0.949, -2.945, -0.141]], "forces_ev_per_angstrom": [[0.5694, -0.9855, 1.2821], [-2.2082, -0.3248, -0.4005], [-0.4442, 0.9203, 1.2464], [-0.8771, 0.1645, 0.1393], [0.3977, -0.6023, -1.4740], [0.3118, -1.2003, 3.9033], [0.3692, 2.2361, 0.9338], [0.3889, 0.8915, 0.2849], [0.1148, 0.5209, 1.1374], [0.7014, 0.6833, 0.8686], [0.3882, 0.2971, -1.0073], [0.3606, 0.8194, -1.2428], [-0.1197, -0.5455, -0.0384], [0.7359, 0.0320, -0.4591], [-0.2545, -0.9164, -0.9920], [0.0497, -0.0263, 0.5587], [-0.5464, 1.1141, -1.9570], [0.1997, -1.6589, -2.9445], [0.8160, 1.6953, 0.6622], [-0.5691, -0.9483, 0.1011], [-0.0861, -1.1328, -0.1011], [-0.2982, -1.0334, -0.5010]]}


Entry 4:
{"formula": "C7H11NO4S2", "method": "ωB97M-V/def2-TZVPD", "lumo_ev": 0.471, "homo_energy_ev": -9.064, "spin_multiplicity": 1, "de_lowest_kcal_mol": 20.3, "elements": ["C", "C", "C", "C", "C", "C", "C", "N", "O", "O", "O", "O", "S", "S", "H", "H", "H", "H", "H", "H", "H", "H", "H", "H", "H"], "coordinates": [[0.222, -0.207, 2.118], [-2.147, -0.024, -3.099], [-1.964, -1.869, -1.374], [-2.372, -0.392, -1.579], [-0.081, -0.220, -0.272], [3.264, 1.323, 0.942], [0.945, 0.792, -0.642], [-1.867, 0.501, -0.581], [-2.425, -0.828, -3.962], [0.591, 0.933, 2.287], [-1.674, 1.231, -3.197], [-0.176, -0.804, 0.992], [-0.148, -1.647, -1.417], [2.664, 0.212, -0.358], [-0.029, -0.686, 3.045], [-2.300, -2.443, -0.532], [-2.101, -2.479, -2.263], [-3.434, -0.369, -1.346], [3.854, 2.187, 0.579], [3.827, 0.819, 1.617], [2.407, 1.774, 1.385], [0.808, 1.697, -0.062], [0.660, 1.149, -1.774], [-1.593, 1.559, -2.334], [-2.198, 0.414, 0.360]], "forces_ev_per_angstrom": [[-0.6512, 2.5801, 1.0279], [-0.3636, -0.6550, 1.6384], [1.7094, 0.6659, -1.1479], [-1.8346, -1.6581, 0.8822], [-3.4083, -0.7739, -1.7656], [-1.1016, 2.4449, -2.6014], [-0.3976, 1.6182, -1.9295], [5.0516, -0.2078, -0.8568], [0.6462, 1.8385, 0.6029], [0.1730, -0.5148, -1.1445], [-0.4603, -1.5985, -3.5120], [0.4412, 0.1649, 0.8455], [0.4099, 0.4267, 0.4496], [-0.1606, -0.0849, -0.4562], [-0.0734, -1.7349, 0.0036], [-0.2956, 0.3225, 0.7115], [-0.4658, 0.1731, -0.1423], [-0.6697, 0.0634, -0.7043], [-0.0959, -0.6511, -0.3071], [1.4900, -1.7337, 2.0715], [-0.5505, 0.0434, 0.7103], [-0.0254, 0.0458, 0.2222], [1.1510, -1.2291, 2.6212], [0.1691, 0.9321, 2.6057], [-0.6873, -0.4779, 0.1753]]}


Entry 5:
{"formula": "C7H11NOS", "method": "ωB97M-V/def2-TZVPD", "lumo_ev": 0.757, "homo_energy_ev": -8.746, "smiles": "C#C[C@H](OC)/C(=N/C)SC", "spin_multiplicity": 1, "de_lowest_kcal_mol": 97.1, "elements": ["C", "C", "C", "C", "C", "C", "C", "N", "O", "S", "H", "H", "H", "H", "H", "H", "H", "H", "H", "H", "H"], "coordinates": [[-0.626, -2.989, -0.583], [-1.018, -1.985, -0.022], [0.284, 0.189, 0.391], [1.165, 2.195, -0.597], [-3.220, 0.539, 0.639], [2.974, -0.752, -0.370], [-1.146, -0.671, 0.620], [0.164, 1.251, -0.224], [-2.184, -0.095, -0.071], [1.833, -0.576, 1.028], [-0.398, -4.036, -0.941], [1.455, 2.047, -1.651], [2.020, 2.167, 0.049], [0.892, 3.313, -0.586], [-3.424, 0.245, 1.624], [-4.204, 0.616, -0.050], [-2.812, 1.565, 0.860], [3.807, -1.376, -0.114], [3.307, 0.289, -0.525], [2.502, -1.142, -1.209], [-1.373, -0.795, 1.732]], "forces_ev_per_angstrom": [[-0.4061, -1.1426, 0.2356], [1.9270, -1.3124, -0.2715], [-0.7429, -1.4657, 0.1989], [0.3335, 1.5923, -0.6447], [-0.4836, 3.2327, -2.2988], [0.0726, 2.4185, 1.0042], [1.1429, -0.2073, 0.5673], [-1.0806, 1.1346, -0.4312], [-1.1315, 0.1712, -0.2167], [-0.7809, -0.4552, 0.7783], [-0.4285, 2.1190, 0.4971], [0.0374, -0.2577, 0.4328], [0.8566, -0.3704, 0.3030], [-0.5593, -1.7849, 0.1972], [-0.4602, -1.6913, 1.2599], [2.4614, -0.3269, 1.7216], [-0.8594, -0.2620, -0.5757], [0.2724, -0.2946, 0.5199], [0.2559, -0.7445, -0.5194], [-0.9083, -0.6208, -1.5163], [0.4817, 0.2680, -1.2415]]}


Entry 6:
{"formula": "C7H11NOS", "method": "ωB97M-V/def2-TZVPD", "lumo_ev": 0.678, "homo_energy_ev": -8.335, "smiles": "CCc1c(C)sc(=O)n1C", "spin_multiplicity": 1, "de_lowest_kcal_mol": 18.9, "elements": ["C", "C", "C", "C", "C", "C", "C", "N", "O", "S", "H", "H", "H", "H", "H", "H", "H", "H", "H", "H", "H"], "coordinates": [[-0.092, 0.174, -0.299], [0.271, -0.133, -1.553], [1.877, 1.618, -0.696], [-0.555, -1.102, -2.410], [-0.982, -1.643, 1.266], [0.950, 1.660, 1.567], [-1.171, -0.215, 0.627], [1.081, 1.244, 0.279], [2.749, 2.434, -0.502], [1.758, 0.554, -2.140], [-1.565, -0.699, -2.341], [-0.636, -2.103, -1.955], [-0.351, -1.176, -3.436], [0.043, -1.929, 1.666], [-1.097, -2.261, 0.426], [-1.819, -1.790, 1.977], [-0.032, 2.052, 1.762], [0.953, 0.729, 2.205], [1.795, 2.221, 1.926], [-1.036, 0.507, 1.420], [-2.141, -0.141, 0.212]], "forces_ev_per_angstrom": [[3.6794, 2.4530, -0.1271], [-0.7683, -1.2509, 0.1074], [2.0181, 0.3016, 0.7008], [-0.9236, 0.4598, 2.2889], [0.3396, 1.0590, 0.2719], [0.1823, -1.2890, 3.2071], [2.2400, -0.5431, 1.5509], [-5.1492, -4.8615, -3.9270], [0.7232, 0.7998, -0.9090], [-0.4840, 0.5566, 0.1568], [-0.2737, -0.0873, -0.1854], [0.4093, 0.3154, -0.2595], [0.8164, 0.0200, -1.2574], [-1.3121, 0.9549, -0.1246], [-0.4418, -1.4880, -0.9120], [0.7484, -0.2320, -0.2107], [-0.1541, 1.1196, 0.1872], [0.1562, 0.6796, -0.2282], [0.0210, 0.7222, -0.1429], [-0.8230, 0.1787, 0.3331], [-1.0038, 0.1318, -0.5204]]}


Entry 7:
{"formula": "C7H11O", "method": "ωB97M-V/def2-TZVPD", "lumo_ev": 3.460, "homo_energy_ev": -2.189, "smiles": "C=CC(=C)CCC[O-]", "charge": -1, "spin_multiplicity": 1, "de_lowest_kcal_mol": 7.0, "elements": ["C", "O", "C", "C", "C", "C", "C", "C", "H", "H", "H", "H", "H", "H", "H", "H", "H", "H", "H"], "coordinates": [[0.008, 0.636, -2.529], [0.041, 0.164, -3.761], [-0.837, -0.294, -1.534], [-0.135, -0.814, -0.294], [0.026, 0.175, 0.835], [-0.354, 1.443, 0.788], [0.526, -0.940, 2.992], [0.939, -0.344, 1.877], [1.037, 0.676, -2.030], [-0.372, 1.706, -2.449], [-1.784, 0.189, -1.271], [-1.142, -1.114, -2.180], [0.910, -1.056, -0.557], [-0.576, -1.737, 0.099], [-1.035, 1.793, 0.023], [0.002, 2.219, 1.457], [1.267, -1.376, 3.654], [-0.513, -1.100, 3.244], [1.992, -0.228, 1.635]], "forces_ev_per_angstrom": [[0.3309, -0.2126, 0.7802], [-0.0882, -0.0841, -0.5496], [-0.3621, 0.4162, -0.5173], [-0.0201, 0.2551, -0.0949], [0.5359, 0.0221, -0.2722], [-0.4543, 0.4214, -0.0874], [0.8237, -0.1941, -0.1719], [-0.4916, 0.2813, 0.3167], [-0.1471, 0.1534, 0.0012], [-0.0509, -0.3214, 0.1742], [-0.0649, 0.1349, 0.2160], [0.1997, -0.2654, -0.0475], [-0.1965, -0.1690, -0.1137], [-0.0257, -0.0245, -0.0146], [0.2235, -0.0758, -0.2585], [-0.0890, -0.3157, 0.3825], [-0.0989, 0.0678, 0.1684], [-0.1149, 0.1528, -0.1297], [0.0906, -0.2424, 0.2180]]}


Entry 8:
{"formula": "C7H11P", "method": "ωB97M-V/def2-TZVPD", "lumo_ev": 0.814, "homo_energy_ev": -6.785, "smiles": "CP1(C)=CC=CC=C1", "spin_multiplicity": 1, "de_lowest_kcal_mol": 8.6, "elements": ["C", "C", "C", "C", "C", "C", "C", "P", "H", "H", "H", "H", "H", "H", "H", "H", "H", "H", "H"], "coordinates": [[-2.526, -0.145, 0.079], [-1.792, -1.257, -0.167], [-1.891, 1.130, 0.144], [-0.533, 1.459, 0.050], [-0.412, -1.363, -0.218], [1.684, 0.130, -1.423], [1.805, -0.099, 1.574], [0.598, -0.005, 0.039], [-3.621, 0.030, 0.155], [-2.226, -2.264, -0.110], [-2.635, 1.891, 0.360], [-0.125, 2.414, -0.127], [-0.007, -2.318, -0.406], [1.575, 1.148, -1.810], [2.703, 0.072, -1.272], [1.272, -0.673, -2.029], [2.416, -0.950, 1.399], [2.468, 0.766, 1.282], [1.246, 0.031, 2.481]], "forces_ev_per_angstrom": [[-0.7079, 2.9001, 0.1582], [0.2178, -2.1905, 0.9789], [0.5665, -0.0462, 0.2573], [-0.4088, -3.7733, 0.2412], [-0.6094, 1.0926, 0.2454], [-1.6058, 0.6968, 0.3711], [-0.6027, 2.1328, -3.4230], [-0.2605, 1.7647, 0.7340], [0.8121, -1.3208, -0.0771], [-0.5051, 0.5035, -0.5778], [0.3984, 0.5780, -0.4179], [0.2262, 1.0262, 0.2190], [0.6407, -0.8778, -0.0879], [-0.5556, -0.3476, -0.4115], [2.2787, -0.7702, 0.5411], [0.3446, 0.4049, -0.5887], [0.2614, -1.0950, 0.4778], [-0.5965, -0.4970, 0.9529], [0.1059, -0.1814, 0.4070]]}


Entry 9:
{"formula": "C7H12", "method": "ωB97M-V/def2-TZVPD", "lumo_ev": 1.155, "homo_energy_ev": -8.445, "smiles": "C=C(/C=C/C)CC", "spin_multiplicity": 1, "de_lowest_kcal_mol": 35.8, "elements": ["C", "C", "C", "C", "C", "C", "C", "H", "H", "H", "H", "H", "H", "H", "H", "H", "H", "H", "H"], "coordinates": [[0.811, -1.891, 0.684], [0.271, -1.546, -0.730], [-0.846, -0.540, -0.496], [-2.061, -1.069, -0.299], [0.803, 2.835, 0.350], [0.555, 1.355, 0.069], [-0.615, 0.907, -0.380], [0.293, -1.417, 1.516], [1.878, -1.651, 0.824], [0.653, -2.971, 0.809], [1.041, -1.206, -1.433], [-0.178, -2.380, -1.277], [-2.448, -2.063, -0.501], [-2.820, -0.398, 0.093], [1.834, 2.964, 0.682], [0.696, 3.345, -0.617], [0.115, 3.345, 1.016], [1.490, 0.840, 0.236], [-1.471, 1.540, -0.546]], "forces_ev_per_angstrom": [[0.6353, -1.0721, -0.3266], [-0.1752, 1.0859, 0.0482], [-0.5970, -1.3446, -1.0580], [-0.8080, 1.2466, 0.0743], [0.1307, -0.1420, -1.1222], [-0.0815, 2.1987, 0.2464], [1.0328, -1.5121, 0.9126], [-0.2644, 0.2137, -0.3379], [-0.3005, -0.2581, -0.2305], [0.3841, 0.2062, 0.2725], [0.0585, 0.3367, 0.4413], [0.0537, -0.2512, 0.5768], [0.7687, -0.1426, 0.1777], [-0.2233, 0.0499, -0.2651], [-0.1914, 0.2323, 0.1124], [0.2067, 0.1840, 0.1838], [-0.0959, -0.2976, 0.3012], [-0.4628, -1.0650, -0.1466], [-0.0706, 0.3314, 0.1396]]}


Entry 10:
{"formula": "C7H12", "method": "ωB97M-V/def2-TZVPD", "lumo_ev": 1.112, "homo_energy_ev": -9.176, "smiles": "C=CCC(=C)CC", "spin_multiplicity": 1, "de_lowest_kcal_mol": 30.2, "elements": ["C", "C", "C", "C", "C", "C", "C", "H", "H", "H", "H", "H", "H", "H", "H", "H", "H", "H", "H"], "coordinates": [[-0.314, 0.828, 0.152], [1.572, -0.853, -0.302], [2.567, 0.261, -0.005], [0.052, -0.621, 0.096], [-1.835, 1.112, 0.418], [-0.719, -1.698, 0.297], [-2.837, 0.809, -0.414], [0.228, 1.308, 0.974], [-0.052, 1.335, -0.782], [1.603, -1.081, -1.374], [1.911, -1.754, 0.225], [-2.059, 1.660, 1.332], [-0.320, -2.702, 0.187], [-1.772, -1.621, 0.543], [3.588, -0.078, -0.209], [2.386, 1.134, -0.641], [2.523, 0.576, 1.042], [-2.662, 0.274, -1.343], [-3.858, 1.112, -0.197]], "forces_ev_per_angstrom": [[-2.3081, 0.2922, 0.6164], [-1.0438, -0.3884, 0.3984], [-0.0951, 0.2343, -0.0405], [1.7792, -1.0041, -0.4902], [0.5432, -0.1266, -0.6240], [0.1309, 0.8264, -0.0882], [0.6255, 0.2253, 0.4053], [0.1539, -0.0299, -0.2948], [0.1928, -0.1257, 0.0974], [-0.0307, 0.0129, 0.0709], [-0.1578, 0.0564, -0.1933], [0.0145, -0.1237, -0.0879], [0.0968, 0.1564, 0.0960], [0.0752, 0.0904, -0.0481], [-0.1838, 0.0179, 0.0289], [0.0462, -0.0265, 0.1803], [0.0318, -0.0049, -0.1135], [-0.0084, 0.0489, 0.0618], [0.1378, -0.1315, 0.0252]]}